Entry 1:
Here is a gas-phase ion, C22H31N2O2 (charge +1) from the Open Molecules 2025 dataset. Energies are from ωB97M-V/def2-TZVPD.

Structure (XYZ):
```
57
Properties=species:S:1:pos:R:3:forces:R:3
C -1.647167 -0.766808 2.563136 -0.1 0.0 -0.1
C -2.828345 -0.201973 1.792204 0.1 0.0 0.7
N -2.657124 -0.321331 0.325648 0.4 0.2 -0.1
C -2.778648 -1.707074 -0.177830 -0.2 -0.7 -0.1
C -4.267733 -1.873868 -0.444918 0.0 0.1 0.0
C -4.659367 -0.520403 -1.043293 -0.1 0.0 0.1
C -3.647754 0.478426 -0.462906 -0.4 0.4 -0.5
C -2.849857 1.251567 -1.530192 -0.1 -0.1 0.3
N -1.676022 1.785431 -0.873099 -0.1 0.4 -0.1
C -0.455505 1.922368 -1.661077 0.3 0.0 0.1
C 0.694004 2.013682 -0.693145 0.0 -0.2 0.0
C 1.441335 3.171788 -0.549724 0.0 -0.1 0.0
C 2.459718 3.225004 0.381511 0.0 0.0 0.0
C 2.702997 2.148926 1.215541 0.1 -0.1 0.1
C 1.943643 0.989484 1.115078 -0.3 -0.1 0.0
O 2.060968 -0.083684 1.948749 -0.4 0.2 -0.4
C 3.132567 -0.108967 2.866608 0.2 0.0 0.2
C 0.961005 0.910532 0.116184 0.1 0.2 0.1
O 0.192806 -0.224359 -0.097324 0.2 0.4 0.1
C 0.878961 -1.483163 -0.123290 0.2 -0.6 0.0
C 2.261798 -1.415625 -0.714593 -0.1 0.0 0.0
C 3.329815 -2.021468 -0.067607 -0.1 0.0 -0.1
C 4.605314 -1.940369 -0.597569 0.1 -0.1 0.0
C 4.826143 -1.245562 -1.774555 0.1 0.0 0.0
C 3.763993 -0.644943 -2.428226 0.0 0.0 -0.1
C 2.487294 -0.734937 -1.904175 0.0 -0.1 0.0
H -1.560767 -1.844112 2.453976 0.0 -0.1 0.0
H -0.718573 -0.305213 2.239796 0.1 0.0 0.0
H -1.781513 -0.553527 3.619854 0.0 0.0 0.1
H -2.921168 0.860499 2.024024 -0.1 -0.1 -0.2
H -3.754330 -0.703760 2.080013 0.0 0.1 -0.1
H -1.713054 0.091975 0.092243 -0.4 -0.2 0.2
H -2.214764 -1.786421 -1.107537 0.1 0.1 0.0
H -2.381670 -2.421014 0.539067 0.1 0.1 0.0
H -4.809617 -2.062243 0.481383 0.0 0.0 0.0
H -4.469222 -2.698845 -1.122933 0.0 -0.1 0.0
H -4.577273 -0.546800 -2.129316 0.0 0.0 0.0
H -5.682608 -0.249725 -0.794802 0.0 0.0 0.0
H -4.127457 1.192219 0.208820 0.1 -0.1 0.1
H -2.520949 0.558712 -2.309452 0.0 0.0 0.0
H -3.497906 2.001871 -1.999895 0.0 -0.1 0.0
H -1.873794 2.659741 -0.398971 0.0 0.0 0.0
H -0.466772 2.793379 -2.327994 0.0 -0.1 0.0
H -0.354335 1.020578 -2.271778 0.0 0.1 0.0
H 1.234904 4.021621 -1.181340 0.0 0.1 -0.1
H 3.060645 4.115228 0.476546 0.1 0.1 0.0
H 3.482496 2.223164 1.955228 0.1 0.0 0.1
H 3.061536 -1.070222 3.372590 0.1 0.1 0.0
H 3.045145 0.692401 3.605450 0.0 0.0 0.0
H 4.095350 -0.037823 2.354009 0.0 0.0 0.0
H 0.239895 -2.127528 -0.739158 0.1 0.1 0.1
H 0.928682 -1.897764 0.889175 0.0 0.0 -0.2
H 3.161065 -2.559038 0.853957 0.0 0.0 0.1
H 5.428868 -2.416996 -0.087692 0.1 0.0 0.0
H 5.822354 -1.175572 -2.183190 0.1 0.0 0.0
H 3.927925 -0.108044 -3.350001 0.0 0.0 -0.1
H 1.662085 -0.269387 -2.423232 -0.1 0.1 -0.1
```
Forces are in eV/Å.

Its electronic energy is -30386.466 eV. As for the energy above the lowest of the compared OMol25 structures with the same formula, charge and spin: 108.9 kJ/mol. The molar mass is 355.5 g/mol. Its SMILES is CC[N@H+]1CCC[C@@H]1CNCc1cccc(OC)c1OCc1ccccc1. The LUMO energy is -2.00 eV. As for the net charge: +1.

---

Entry 2:
Here is a single C2H4N4O2 molecule at a distorted geometry from the Open Molecules 2025 dataset. Energies are from ωB97M-V/def2-TZVPD.

Structure (XYZ):
```
12
Properties=species:S:1:pos:R:3:forces:R:3
N 1.846584 -0.842561 -1.179957 -1.1 0.0 4.0
N 1.516772 0.197981 -0.259609 -5.7 0.0 -1.2
C 0.161828 0.297545 0.108460 8.5 2.4 -3.9
C -0.301690 1.560671 0.526660 -1.7 -0.7 4.2
N -1.170485 1.336235 1.473824 1.1 1.4 -0.1
O -1.182065 -0.051564 1.651060 -2.2 -0.4 -2.4
N -0.857283 -0.522817 0.275300 0.2 -5.3 2.4
O -1.870838 -0.469799 -0.632581 -1.7 -3.1 -0.1
H 0.975654 -1.591824 -0.969286 3.8 1.2 -0.9
H 2.909391 -0.901944 -0.873141 -2.9 -1.5 -1.1
H 0.144238 2.480223 0.544604 0.8 2.3 -0.9
H -2.172106 -1.492146 -0.665333 0.8 3.6 0.0
```
Forces are in eV/Å.

Its electronic energy is -12185.158 eV. As for the energy above the lowest of the compared OMol25 structures with the same formula, charge and spin: 803.7 kJ/mol. The molar mass is 116.1 g/mol. Its SMILES is N/N=c1/cnon1O. The LUMO energy is -0.50 eV.

---

Entry 3:
Here is a molecular structure, C38H41N2O2PRuS at a distorted geometry from the Open Molecules 2025 dataset. Energies are from ωB97M-V/def2-TZVPD.

Structure (XYZ):
```
86
Properties=species:S:1:pos:R:3:forces:R:3
Ru -0.680362 0.547234 0.106573 -0.7 0.0 0.1
C 1.330034 3.298441 6.248736 0.9 0.5 -0.1
C 0.836116 3.722112 4.887793 0.5 -0.6 0.4
C -0.493760 3.538954 4.491104 1.1 0.8 -0.9
C -0.806290 3.800926 3.164517 -1.0 -0.8 -0.2
C 0.171136 4.175710 2.268101 -0.8 0.0 0.2
C 1.456250 4.387371 2.682960 0.6 -0.2 -1.6
C 1.812855 4.057538 3.946032 0.1 0.5 1.4
S -0.260730 4.513707 0.610786 -1.4 0.3 -0.3
O 0.856311 5.233871 0.071276 1.0 0.4 -0.6
O -1.515285 5.253177 0.622607 0.2 -0.1 0.2
N -0.490355 3.071415 -0.052818 0.3 0.4 0.2
C -0.982992 3.090258 -1.313269 -0.3 -0.7 0.2
C -1.037326 4.182186 -2.196463 0.3 0.6 -0.6
C -1.668788 4.028855 -3.405725 -0.2 -0.3 0.6
C -2.295747 2.822338 -3.706254 0.4 -0.4 0.4
C -2.158468 1.751688 -2.826252 0.5 1.3 -0.2
N -1.477029 1.869408 -1.681447 -0.1 0.2 -0.1
H 1.350080 2.231010 6.203019 0.2 -0.9 0.3
H 0.718381 3.576655 7.087569 -0.5 0.2 0.2
H 2.370049 3.644114 6.484835 -0.9 -0.2 -0.4
H -1.256139 3.181558 5.135894 -0.4 -0.2 0.7
H -1.819060 3.628656 2.773545 0.4 0.1 0.3
H 2.167273 4.718572 1.938048 0.1 0.0 0.1
H 2.864438 4.119223 4.228900 -0.3 0.0 0.2
H -0.541436 5.129422 -1.977742 -0.2 -0.4 0.2
H -1.723262 4.853599 -4.096132 0.1 0.2 -0.2
H -2.782027 2.713285 -4.643752 -0.5 -0.3 -0.6
H -2.583510 0.802676 -3.083988 -0.1 -0.4 0.2
C -1.891758 -3.560122 -0.792224 -0.5 0.4 -2.8
C -0.919031 -4.035246 -1.890938 -1.7 0.1 1.2
C -1.128494 -5.248155 -2.512439 0.0 -0.9 -0.6
C -0.229613 -5.737778 -3.473742 -0.1 2.1 1.0
C 0.867074 -4.949793 -3.819373 -0.3 -0.1 0.2
C 1.058891 -3.719563 -3.160513 2.3 -0.5 -1.7
C 0.178374 -3.289146 -2.222583 0.4 2.4 1.0
P 0.426471 -1.556802 -1.404616 -1.2 -1.7 -0.2
C 1.340631 -0.736643 -2.685314 -0.1 0.4 -1.6
C 2.683668 -0.382203 -2.519700 -0.7 0.0 -0.5
C 3.311669 0.414835 -3.451882 -1.2 0.5 -1.7
C 2.607497 0.820334 -4.615275 0.0 -0.7 1.4
C 1.286807 0.397172 -4.798673 0.8 0.0 0.2
C 0.619040 -0.378262 -3.882136 1.1 -0.6 1.7
C -0.794160 -0.846212 -4.151677 1.0 0.0 0.8
C 1.601051 -1.923206 -0.118778 0.1 0.1 -0.3
C 1.944132 -3.235218 0.276296 -0.7 1.2 0.0
C 2.664136 -3.408249 1.411040 1.3 0.4 1.2
C 3.128468 -2.270033 2.132963 -0.8 -1.1 -1.0
C 2.794140 -1.012401 1.744052 -0.3 -0.1 -1.5
C 2.008668 -0.762422 0.562497 0.4 -1.1 2.2
C 1.442632 0.549585 0.354823 0.9 0.5 -1.1
H -2.826680 -4.117758 -0.930431 0.1 0.2 0.3
H -2.083234 -2.461514 -0.823010 0.1 -0.8 0.1
H -1.465057 -3.811877 0.119161 0.7 -0.3 2.0
H -2.021850 -5.843023 -2.287445 0.3 0.3 0.1
H -0.459680 -6.635062 -3.956771 -0.1 -1.3 -0.7
H 1.516116 -5.306738 -4.617567 0.1 0.3 0.3
H 1.981951 -3.099976 -3.400000 -1.4 -0.8 0.2
H 3.221560 -0.752926 -1.671883 0.2 0.0 0.4
H 4.307660 0.764976 -3.337050 0.8 0.1 0.3
H 3.109657 1.445706 -5.328430 0.0 0.2 -0.3
H 0.732169 0.628415 -5.667780 -0.3 0.5 -1.0
H -1.218653 -0.100836 -4.807517 -0.6 -0.2 -0.3
H -1.319752 -0.883898 -3.188901 -0.2 0.0 -0.3
H -0.788298 -1.867281 -4.552509 -0.1 0.3 -0.2
H 1.471137 -4.069165 -0.198804 0.1 -0.4 -0.5
H 2.948527 -4.390025 1.767589 -0.2 -0.1 0.0
H 3.692939 -2.411434 3.016747 0.6 -0.2 0.8
H 3.175138 -0.194582 2.299007 0.1 0.9 0.5
H 1.600437 0.960543 -0.650071 0.0 -0.2 -0.2
H 1.878582 1.319600 0.977466 -0.1 0.0 0.7
C -3.202592 -2.185505 2.517225 1.5 -0.5 0.8
C -2.203691 -1.002274 2.557080 -0.7 0.4 0.6
C -2.592152 -0.008947 3.722582 -0.4 0.1 -1.2
C -0.830366 -1.581091 2.840384 1.3 0.2 -1.0
C -2.222235 -0.131788 1.308212 2.6 -1.6 0.3
H -3.001299 -2.841037 3.395783 -0.1 0.4 -0.3
H -3.022073 -2.834920 1.655701 -0.3 0.3 -0.1
H -4.201294 -1.852901 2.618870 -1.2 0.3 -0.4
H -2.771907 -0.429447 4.708547 0.2 -0.3 0.2
H -3.504421 0.496365 3.383158 -0.2 -0.2 0.3
H -1.875930 0.812238 3.757076 0.4 -0.2 0.2
H -0.701984 -2.119722 3.780047 -0.5 -0.2 0.1
H -0.171630 -0.716642 2.941921 0.4 0.0 -0.2
H -0.411002 -2.220253 1.997629 -0.6 0.7 0.9
H -3.100744 0.368346 1.103725 -2.4 0.9 -0.2
```
Forces are in eV/Å.

Its electronic energy is -69849.314 eV. The molar mass is 721.9 g/mol. The spin multiplicity is 6. The LUMO energy (spin up / spin down) is 2.60 / 2.60 eV. As for the net charge: -1.

---

Entry 4:
Here is 2 unconnected molecules or ions with the total composition CH4S4 at a distorted geometry from the Open Molecules 2025 dataset. Energies are from ωB97M-V/def2-TZVPD.

Structure (XYZ):
```
9
Properties=species:S:1:pos:R:3:forces:R:3
C -1.173316 0.578405 0.843510 -2.3 -1.4 -1.2
S -2.276732 1.420856 -1.669781 -0.4 0.6 -1.3
S 2.880862 -0.811548 -0.673336 0.1 1.2 -1.4
S -2.294084 0.089110 -0.325643 2.2 0.8 2.7
S 0.981906 -1.442826 -0.253792 0.1 -0.5 2.3
H -1.076995 -0.058520 1.717174 0.1 0.1 -0.1
H -0.683018 1.533052 0.749558 0.2 0.0 -0.1
H 1.166432 -1.503935 1.190768 -0.4 0.3 -2.2
H 2.474943 0.195405 -1.578458 0.5 -1.0 1.2
```
Forces are in eV/Å.

Its electronic energy is -44440.816 eV. As for the energy above the lowest of the compared OMol25 structures with the same formula, charge and spin: 144.4 kJ/mol. The molar mass is 144.3 g/mol. The LUMO energy (spin up / spin down) is -1.01 / -1.04 eV.

---

Entry 5:
Here is a molecular structure, C15H25I2N3O6P2RuTe from the Open Molecules 2025 dataset. Energies are from ωB97M-V/def2-TZVPD.

Structure (XYZ):
```
55
Properties=species:S:1:pos:R:3:forces:R:3
Ru 1.191717 -0.736540 -0.157332 -0.4 -0.4 0.4
N 4.673726 -1.186143 2.650814 0.1 -0.1 0.0
C 3.766821 -0.043383 2.236355 -0.1 0.0 0.0
C 4.011855 1.175606 3.108538 0.0 0.0 0.0
P 4.080960 0.175854 0.409240 0.1 -0.2 -0.1
O 5.161874 1.321906 0.323620 0.1 -0.3 0.1
O 2.757416 0.662238 -0.162723 -0.2 -0.1 -0.1
O 4.612559 -1.131574 -0.057189 0.0 0.2 0.1
P 2.059648 -0.713772 2.364755 0.1 -0.2 -0.2
O 2.044385 -1.120726 3.890646 0.3 0.2 -0.2
O 0.979839 0.243145 1.914593 -0.1 0.0 -0.1
O 2.079888 -1.926459 1.439088 0.1 -0.1 0.1
H 5.646322 -0.990175 2.393059 0.0 0.0 0.1
H 4.405312 -2.028670 2.124404 0.0 0.0 0.0
H 4.619059 -1.363651 3.657968 0.0 0.0 -0.1
H 5.027859 1.551242 2.986181 0.0 0.0 0.0
H 3.831855 0.954663 4.161826 0.0 0.0 0.0
H 3.322776 1.967155 2.812313 0.0 0.0 0.0
H 4.861554 2.192368 0.054573 -0.1 0.3 -0.1
H 1.206017 -1.158705 4.355253 -0.3 -0.1 0.2
C 1.250118 0.493483 -3.641600 0.0 0.0 0.0
C 0.479618 1.132693 -2.545548 -0.1 -0.2 0.0
N 0.255630 0.673065 -1.318232 0.2 0.2 -0.1
C -0.503012 1.623272 -0.653978 -0.1 0.0 -0.1
C -0.757371 2.647384 -1.498465 0.0 0.0 0.0
N -0.132380 2.318889 -2.680622 -0.1 0.1 0.0
H 1.079273 -0.580304 -3.652915 0.0 0.0 0.0
H 2.320023 0.676738 -3.527429 0.0 0.0 0.0
H 0.935230 0.891648 -4.604886 0.0 0.0 0.0
H -0.801405 1.493885 0.372178 0.0 0.0 0.0
H -1.313416 3.557956 -1.372238 0.0 0.0 0.0
H -0.134886 2.869864 -3.525364 0.0 0.0 0.1
I 2.686290 -2.301586 -1.720519 -0.2 0.1 -0.1
I 0.985574 -3.459140 -3.431266 0.1 -0.1 0.0
C -6.126254 1.005178 -0.807099 0.0 0.0 0.0
C -4.846121 0.273300 -0.550270 0.0 0.0 -0.1
C -4.435168 -0.017567 0.747264 0.1 -0.1 0.1
C -3.268547 -0.719687 1.001400 0.0 0.0 -0.1
C -2.866015 -1.018620 2.419114 0.0 0.0 0.1
C -2.476684 -1.107536 -0.096724 0.1 -0.1 0.0
Te -0.757570 -2.190757 0.348945 0.4 0.7 -0.3
C -2.865351 -0.836378 -1.424143 -0.1 0.1 0.1
C -2.114393 -1.343743 -2.616933 -0.2 0.0 -0.1
C -4.051334 -0.145379 -1.614830 0.1 -0.1 0.0
H -6.578009 1.360296 0.115971 0.0 0.0 0.0
H -6.841187 0.347859 -1.305094 0.0 0.0 0.0
H -5.960198 1.859145 -1.464396 0.0 0.0 0.0
H -5.040580 0.315488 1.581358 0.0 0.0 0.0
H -3.477588 -0.453528 3.120048 0.0 0.0 0.0
H -1.825057 -0.743235 2.615563 0.0 0.0 0.0
H -3.000818 -2.079242 2.651519 0.0 0.0 0.0
H -1.042352 -1.295586 -2.470311 0.3 0.0 0.1
H -2.364876 -0.766612 -3.505986 0.0 0.0 0.0
H -2.375496 -2.385992 -2.822537 0.0 0.0 0.0
H -4.377139 0.060382 -2.627980 0.0 0.0 0.0
```
Forces are in eV/Å.

Its electronic energy is -77362.529 eV. The molar mass is 887.8 g/mol. The LUMO energy (spin up / spin down) is -8.84 / -8.83 eV. As for the net charge: +2.

---

Entry 6:
Here is a molecular structure, C22H32N5W at a distorted geometry from the Open Molecules 2025 dataset. Energies are from ωB97M-V/def2-TZVPD.

Structure (XYZ):
```
60
Properties=species:S:1:pos:R:3:forces:R:3
C -2.036464 1.793652 0.001084 -0.8 -0.2 0.1
C -2.236221 0.763488 0.989442 -1.0 -0.1 -0.1
C -2.261053 -0.506525 0.311464 -1.5 0.4 0.0
C -2.110690 -0.259830 -1.099164 -1.8 0.1 -0.3
C -1.952694 1.158528 -1.285698 -1.2 0.1 -0.6
W -0.362297 0.412950 -0.046949 6.5 -1.1 -0.7
C 1.946341 -1.139694 -1.239093 0.3 0.9 -3.1
C 1.794817 0.344959 -0.907617 -0.9 0.5 0.1
H 2.588721 0.778788 -0.290855 -0.4 -0.2 0.0
C 0.971092 1.267696 -1.620453 0.4 -0.3 -0.1
H 0.724989 1.123905 -2.673872 -0.2 0.0 0.4
H 1.056561 2.310342 -1.283867 0.1 -0.4 -0.6
C 3.451209 -1.458589 -1.399902 -0.1 -0.2 0.0
H 4.022655 -1.171969 -0.512358 0.0 -0.1 -0.1
H 3.583257 -2.534760 -1.562106 0.0 0.1 0.0
H 3.864476 -0.923603 -2.262254 -0.1 0.0 0.1
C 1.285388 -1.427778 -2.599303 -0.1 -0.1 -0.3
H 0.193492 -1.293534 -2.565120 0.4 0.0 0.0
H 1.680543 -0.759153 -3.374765 0.0 -0.2 0.2
H 1.480878 -2.461621 -2.916865 0.0 0.3 0.1
C -2.400969 0.965478 2.457599 -0.1 0.1 0.4
H -1.968565 1.922717 2.776242 -0.1 -0.2 0.0
H -3.464345 0.972130 2.737393 0.2 0.0 -0.1
H -1.913506 0.164723 3.030045 -0.2 0.1 -0.1
C -2.461913 -1.825299 0.978712 0.0 -0.3 0.3
H -1.682181 -2.000832 1.732895 -0.2 -0.1 -0.1
H -3.434235 -1.869603 1.491161 0.2 0.0 -0.2
H -2.413305 -2.649606 0.260130 0.0 0.2 0.2
C -2.320729 -1.263322 -2.186853 -0.1 -0.3 -0.3
H -1.965096 -2.258714 -1.893720 0.0 0.2 -0.1
H -3.393138 -1.359344 -2.422070 0.3 0.1 0.1
H -1.817471 -0.973241 -3.117535 -0.1 -0.1 0.2
C -1.894707 1.874506 -2.598226 0.0 0.1 -0.2
H -1.429537 1.259418 -3.377960 -0.1 0.1 0.2
H -2.906055 2.135603 -2.943275 0.2 -0.1 0.1
H -1.322926 2.807512 -2.517339 -0.1 -0.2 0.0
C -1.980125 3.265748 0.258162 0.2 0.3 0.1
H -1.387004 3.785192 -0.506982 -0.2 -0.1 0.2
H -2.989405 3.702259 0.257403 0.2 -0.1 0.0
H -1.525432 3.480460 1.235239 -0.1 0.0 -0.2
C 1.349490 -1.996818 -0.189557 -1.6 -1.6 -2.0
C 1.913286 -1.791095 0.995399 1.0 1.6 3.0
C 0.504644 -3.119161 -0.405078 0.3 0.1 0.4
C 1.724111 -2.644084 2.086756 0.0 -0.1 0.0
H 2.501865 -0.839326 0.934355 -0.1 -1.2 1.3
C 0.337787 -4.020229 0.645203 0.0 0.2 -0.3
H 0.033187 -3.297353 -1.374652 0.2 0.0 0.4
C 0.960065 -3.794296 1.883929 0.0 0.1 0.1
H 2.192752 -2.429629 3.049284 -0.1 -0.2 -0.3
H -0.270791 -4.914526 0.489195 0.2 0.3 0.1
H 0.847566 -4.530016 2.682198 0.0 0.3 -0.2
N 2.129197 4.446208 2.105510 0.1 0.1 -0.1
N 1.979359 3.073133 2.033274 -3.1 -1.3 0.5
N 1.686637 2.392043 3.189687 1.0 0.2 -1.8
C 1.036027 1.336621 2.729902 0.0 0.5 -0.4
N 0.798338 1.405258 1.390117 1.6 2.6 1.3
N 1.367633 2.570835 0.948668 0.5 -1.1 2.5
H 2.477618 4.797135 1.222079 0.2 0.0 0.1
H 2.702242 4.684339 2.903403 0.2 -0.1 -0.1
H 0.714625 0.517923 3.367557 0.0 0.2 -0.3
```
Forces are in eV/Å.

Its electronic energy is -32599.268 eV. As for the energy above the lowest of the compared OMol25 structures with the same formula, charge and spin: 0.0 kJ/mol. The molar mass is 550.4 g/mol. The spin multiplicity is 3. The LUMO energy (spin up / spin down) is -3.30 / -3.66 eV. As for the net charge: +1.